Density functional theory data (ωB97M-V with the def2-TZVPD basis set) for a single C2H4N4O molecule in a non-equilibrium geometry.

Cartesian coordinates (Å):
N -2.26577 -0.42026 -0.09428
C -0.98053 -0.17756 0.04192
N 0.01522 -1.07803 0.08677
C 1.13174 -0.31318 0.12693
O 2.31019 -0.56039 -0.14808
N 0.80387 1.07613 0.17674
N -0.56385 1.14294 -0.14505
H -3.04277 0.35435 -0.14742
H -2.65871 -1.44682 0.13068
H 1.41472 1.69801 -0.42225
H -1.02833 1.77648 0.44137

Forces on the atoms, in the same order (eV/Å):
-5.104 -2.127 0.894
2.155 -0.302 -1.289
-2.381 0.891 0.843
3.419 1.577 -2.408
-1.557 -0.802 1.199
0.728 1.032 -0.295
0.537 -1.276 -0.160
2.605 -2.127 0.153
1.517 3.407 -0.740
-1.048 -1.381 0.883
-0.871 1.109 0.919

Calculated values
F_max ... 5.602 eV Å⁻¹
Orbital gap ... 9.44 eV
ΔE to the lowest compared entry with this formula, charge and spin ... 27.4 kcal/mol
Total energy ... -10145.9456 eV
SMILES ... Nc1nc(=O)[nH][nH]1
Charge ... 0
LUMO level ... 0.281 eV